Computed, not measured: a gas-phase ion, C5H12NO (charge -1) in a non-equilibrium geometry, with wB97M-V/def2-TZVPD.

Last columns: bonded neighbours and bond lengths (Å).
Element x y z (Å)
1 C -0.507 -0.782 1.428  N2 1.428, C7 1.524, H8 1.094, H9 1.114
2 N 0.016 0.439 0.900  C1 1.428, C3 1.445, H10 1.012
3 C 1.119 0.432 -0.032  N2 1.445, C4 1.536, H11 1.103, H12 1.087
4 C 0.827 -0.161 -1.418  C3 1.536, C5 1.561, H13 1.107, H14 1.093
5 C 0.740 0.863 -2.592  C4 1.561, O6 1.321, H15 1.137, H16 1.132
6 O 0.381 0.341 -3.752  C5 1.321
7 C -1.680 -0.505 2.360  C1 1.524, H17 1.086, H18 1.094, H19 1.087
8 H 0.259 -1.450 1.832  C1 1.094
9 H -0.968 -1.401 0.626  C1 1.114
10 H -0.711 1.038 0.532  N2 1.012
11 H 1.917 -0.180 0.420  C3 1.103
12 H 1.637 1.380 -0.151  C3 1.087
13 H -0.232 -0.487 -1.390  C4 1.107
14 H 1.308 -1.094 -1.724  C4 1.093
15 H 1.751 1.383 -2.606  C5 1.137
16 H 0.057 1.669 -2.185  C5 1.132
17 H -1.431 0.270 3.079  C7 1.086
18 H -1.892 -1.445 2.878  C7 1.094
19 H -2.589 -0.310 1.795  C7 1.087

Its charge is -1. The largest force on an atom comes out at 0.0495 hartree/bohr. As for the energy above the lowest of the compared OMol25 structures with the same formula, charge and spin: 1.0559 eV. The HOMO energy is -2.2 eV. For the frontier orbital gap, the calculation gives 5.76 eV. The SMILES is CCNCCC[O-]. The electronic energy is -8916.00772 eV.